No. 1
This record from the OMol25 dataset describes 6 unconnected molecules or ions with the total composition C14H28Br10O2S in a non-equilibrium geometry. The level of theory is ωB97M-V/def2-TZVPD.

Atoms and positions in Å:
O -1.264 -3.368 -0.210
S -1.185 -1.899 -0.351
O 0.023 -1.123 -0.032
C -1.701 -1.540 -2.020
C -3.053 -0.835 -1.958
C -3.224 -0.227 -0.511
C -2.610 -1.039 0.599
H -1.728 -2.409 -2.678
H -0.930 -0.855 -2.371
H -2.973 0.017 -2.632
H -3.969 -1.277 -2.349
H -4.218 0.143 -0.262
H -2.789 0.767 -0.404
H -3.235 -1.823 1.026
H -2.134 -0.447 1.380
Br 5.114 0.618 2.500
C 3.512 0.099 1.481
C 4.075 -0.869 0.488
Br 2.817 -1.300 -1.015
H 3.056 0.943 0.963
H 2.777 -0.396 2.117
H 4.233 -1.779 1.067
H 5.012 -0.426 0.151
Br 2.258 3.552 0.765
C 1.310 2.474 -0.640
C 0.500 3.426 -1.536
Br -0.903 2.511 -2.547
H 0.682 1.738 -0.139
H 1.955 1.928 -1.329
H 1.138 3.697 -2.377
H 0.134 4.280 -0.967
Br 4.085 -5.386 -3.942
C 2.437 -4.223 -4.106
C 1.212 -5.091 -4.033
Br -0.368 -4.002 -4.612
H 2.468 -3.682 -5.052
H 2.608 -3.543 -3.271
H 0.975 -5.276 -2.985
H 1.179 -5.939 -4.716
Br -0.317 1.327 2.757
C 0.083 0.542 4.593
C 0.337 -0.928 4.467
Br -1.389 -1.938 4.404
H -0.760 0.716 5.262
H 1.021 1.001 4.905
H 0.806 -1.315 5.371
H 0.742 -1.249 3.507
Br -1.134 6.285 0.775
C -1.940 4.800 1.936
C -2.430 3.602 1.139
Br -4.312 3.934 0.446
H -2.555 5.238 2.722
H -1.062 4.319 2.367
H -2.519 2.637 1.639
H -1.848 3.590 0.218

Its HOMO-LUMO gap is 9.9 eV. The total charge is 0. The value obtained for the largest force on an atom is 2.725 eV Å⁻¹. The energy above the lowest of the compared OMol25 structures with the same formula, charge and spin is 0.0000 eV. As for the SMILES: O=S1(=O)CCCC1.BrCCBr.BrCCBr.BrCCBr.BrCCBr.BrCCBr.

Löwdin atomic charge list, values in e, 2 entries:
1 O -0.358
2 S 0.708


No. 2
This record from the OMol25 dataset describes a gas-phase ion, C2H7N2 (charge +1) in a non-equilibrium geometry. The level of theory is ωB97M-V/def2-TZVPD.

Atoms and positions in Å:
C 0.586 -1.265 0.996
N 0.173 1.497 -0.700
C -0.712 0.400 -0.182
N 0.003 -0.747 -0.193
H -0.222 -1.822 1.500
H 0.979 -0.420 1.588
H 1.426 -1.860 0.642
H 0.824 1.100 -1.373
H -0.393 2.194 -1.156
H -1.546 0.322 -0.914
H -1.242 0.768 0.714

Its HOMO-LUMO gap is 7.0 eV. The total charge is +1. The value obtained for the largest force on an atom is 2.930 eV Å⁻¹. The energy above the lowest of the compared OMol25 structures with the same formula, charge and spin is 5.3772 eV.

Löwdin atomic charge list, values in e, 2 entries:
1 C 0.002
2 N 0.156


No. 3
This record from the OMol25 dataset describes a molecular structure, C15H18MnN8O2 in a non-equilibrium geometry. The level of theory is ωB97M-V/def2-TZVPD.

Atoms and positions in Å:
N 2.260 4.280 -0.338
C 1.448 5.089 -0.141
C 0.450 6.119 0.076
H -0.556 5.702 -0.004
H 0.575 6.916 -0.660
H 0.564 6.560 1.068
N 2.752 -1.345 -1.007
C 3.595 -2.088 -0.721
C 4.658 -2.999 -0.394
H 5.534 -2.748 -0.996
H 4.337 -4.020 -0.605
H 4.902 -2.908 0.665
N -3.094 -4.117 -0.892
C -4.021 -3.582 -0.450
C -5.191 -2.914 0.083
H -5.526 -3.399 0.999
H -6.003 -2.968 -0.643
H -4.967 -1.871 0.313
Mn -0.430 0.142 -1.321
C -0.283 -1.697 0.871
O -0.352 -2.321 1.835
C 1.414 0.710 0.995
O 1.949 1.136 1.919
C 0.300 1.403 -2.867
C -1.107 1.496 -2.654
C -1.895 0.293 -2.695
C -1.236 -0.946 -2.974
C 0.096 -0.948 -3.423
C 0.878 0.201 -3.326
H 0.941 2.288 -2.821
H -1.570 2.460 -2.420
H -2.966 0.304 -2.463
H -1.767 -1.910 -2.972
H 0.522 -1.851 -3.862
H 1.921 0.165 -3.660
N -1.794 1.346 3.928
N -1.685 1.525 2.564
N -2.691 2.122 1.896
C -2.399 1.740 0.650
N -1.351 0.914 0.550
N -0.920 0.713 1.821
H -0.891 1.230 4.376
H -2.345 2.095 4.310
H -2.974 2.068 -0.217

Its HOMO-LUMO gap (spin up / spin down) is 4.4 / 1.4 eV. The total charge is +4. As for the expectation value of S²: 3.925. Its multiplicity is 4. The value obtained for the largest force on an atom is 7.655 eV Å⁻¹. The energy above the lowest of the compared OMol25 structures with the same formula, charge and spin is 0.0000 eV.

Löwdin atomic charge list, values in e, 2 entries:
1 N 0.283
2 C -0.107


No. 4
This record from the OMol25 dataset describes a molecular structure, C8H11N4O4S4SbSc. The level of theory is ωB97M-V/def2-TZVPD.

Atoms and positions in Å:
Sc 1.570 0.041 0.194
S 1.658 3.815 -2.681
Sb 2.911 2.783 -1.132
S 3.123 0.470 -1.621
S 1.027 2.587 0.632
S 4.805 3.572 -0.236
C 3.319 3.145 2.924
O 2.065 2.546 3.235
C 1.607 1.641 2.324
O 2.439 0.692 1.906
N 0.403 1.087 2.901
N -0.212 0.260 1.929
H 3.624 3.680 3.821
H 3.215 3.835 2.087
H 4.056 2.389 2.660
H -0.211 1.823 3.230
H -0.893 0.765 1.369
H -0.631 -0.545 2.375
O 1.201 -2.050 0.284
N 0.158 -2.571 -0.251
N -0.555 -1.707 -0.847
O -0.225 -0.450 -0.887
C -1.778 -2.115 -1.484
C -2.205 -3.434 -1.409
C -3.390 -3.779 -2.036
C -4.131 -2.826 -2.724
C -3.680 -1.517 -2.787
C -2.495 -1.148 -2.166
H -1.623 -4.170 -0.875
H -3.734 -4.804 -1.985
H -5.055 -3.108 -3.211
H -4.248 -0.771 -3.327
H -2.115 -0.138 -2.209

Its HOMO-LUMO gap is 6.8 eV. The total charge is -1. The value obtained for the largest force on an atom is 0.556 eV Å⁻¹.

Löwdin atomic charge list, values in e, 2 entries:
1 Sc 0.566
2 S -0.242


No. 5
This record from the OMol25 dataset describes a molecular structure, C45H34AgF3O8PSSb in a non-equilibrium geometry. The level of theory is ωB97M-V/def2-TZVPD.

Atoms and positions in Å:
Ag -0.867 1.488 0.507
O -2.560 4.973 2.006
C -2.346 4.028 1.245
O -2.430 2.788 1.554
C -1.979 4.313 -0.255
O -2.524 5.232 -0.865
O -1.109 3.511 -0.759
F -0.759 2.120 -9.083
C -0.719 2.043 -7.721
C -1.679 1.297 -7.065
C -1.632 1.235 -5.680
C -0.652 1.903 -4.948
C 0.298 2.631 -5.656
C 0.275 2.714 -7.046
Sb -0.505 1.740 -2.710
C -2.647 1.973 -2.592
C -3.253 2.905 -3.429
C -4.608 3.182 -3.335
C -5.343 2.531 -2.368
F -6.685 2.758 -2.302
C -4.767 1.652 -1.477
C -3.410 1.384 -1.589
C -0.506 -0.380 -3.271
C -1.584 -1.243 -3.115
C -1.517 -2.561 -3.550
C -0.359 -2.999 -4.156
F -0.286 -4.289 -4.597
C 0.727 -2.171 -4.341
C 0.647 -0.867 -3.873
H -2.439 0.780 -7.637
H -2.380 0.654 -5.153
H 1.072 3.155 -5.106
H 1.009 3.287 -7.599
H -2.653 3.433 -4.158
H -5.086 3.901 -3.986
H -5.369 1.199 -0.701
H -2.945 0.724 -0.865
H -2.487 -0.893 -2.633
H -2.349 -3.243 -3.422
H 1.616 -2.547 -4.829
H 1.500 -0.205 -3.993
O 0.971 1.565 2.159
P 1.084 0.633 3.310
C 2.553 -0.458 3.359
C 2.620 -1.657 4.059
C 3.762 -2.441 3.998
C 4.843 -2.039 3.226
C 4.772 -0.852 2.511
C 3.633 -0.064 2.577
C -0.355 -0.175 4.111
C -1.579 -0.357 3.482
C -2.587 -1.058 4.125
C -2.393 -1.553 5.406
C -1.194 -1.323 6.062
C -0.181 -0.630 5.417
C 1.481 1.782 4.711
C 0.596 2.856 4.837
C 0.804 3.832 5.796
C 1.900 3.744 6.648
C 2.788 2.686 6.525
C 2.579 1.710 5.558
H 1.767 -1.991 4.632
H 3.803 -3.376 4.545
H 5.732 -2.656 3.178
H 5.605 -0.553 1.886
H 3.554 0.857 2.012
H -1.742 0.052 2.493
H -3.530 -1.225 3.622
H -3.179 -2.110 5.902
H -1.047 -1.679 7.074
H 0.747 -0.421 5.933
H -0.241 2.927 4.149
H 0.116 4.663 5.878
H 2.065 4.503 7.403
H 3.648 2.621 7.181
H 3.281 0.890 5.457
C 2.714 -5.959 -2.117
C 2.062 -4.706 -1.597
C 0.808 -4.747 -0.995
C 0.225 -3.598 -0.488
C 0.903 -2.394 -0.571
C 2.148 -2.333 -1.175
C 2.724 -3.485 -1.683
S 0.237 -0.890 0.134
O 0.535 -1.082 1.556
O 0.967 0.183 -0.517
O -1.199 -0.887 -0.117
H 1.981 -6.615 -2.587
H 3.182 -6.510 -1.298
H 3.489 -5.715 -2.843
H 0.281 -5.693 -0.940
H -0.756 -3.606 -0.028
H 2.625 -1.364 -1.239
H 3.692 -3.438 -2.170

Its HOMO-LUMO gap is 5.7 eV. The total charge is -2. The value obtained for the largest force on an atom is 1.845 eV Å⁻¹. The energy above the lowest of the compared OMol25 structures with the same formula, charge and spin is 1.2047 eV.

Löwdin atomic charge list, values in e, 2 entries:
1 Ag 0.743
2 O -0.027


Copy entry 2 word for word.
This record from the OMol25 dataset describes a gas-phase ion, C2H7N2 (charge +1) in a non-equilibrium geometry. The level of theory is ωB97M-V/def2-TZVPD.

Atoms and positions in Å:
C 0.586 -1.265 0.996
N 0.173 1.497 -0.700
C -0.712 0.400 -0.182
N 0.003 -0.747 -0.193
H -0.222 -1.822 1.500
H 0.979 -0.420 1.588
H 1.426 -1.860 0.642
H 0.824 1.100 -1.373
H -0.393 2.194 -1.156
H -1.546 0.322 -0.914
H -1.242 0.768 0.714

Its HOMO-LUMO gap is 7.0 eV. The total charge is +1. The value obtained for the largest force on an atom is 2.930 eV Å⁻¹. The energy above the lowest of the compared OMol25 structures with the same formula, charge and spin is 5.3772 eV.

Löwdin atomic charge list, values in e, 2 entries:
1 C 0.002
2 N 0.156


> total charge of number 4 (C8H11N4O4S4SbSc)?

-1


> Among the records above, which one has the highest largest force on an atom?

C15H18MnN8O2